This record from OMol25 describes a 13-piece molecular cluster, C56H128O28S5 overall at a distorted geometry. The level of theory is ωB97M-V with the def2-TZVPD basis set.

Calculated values
**Charge**: 0
**Orbital gap**: 9.44 eV
**E_LUMO**: 0.0073 hartree
**Maximum force**: 3.28 eV/Å

XYZ file:
```
217
C56H128O28S5 | OMol25 | ωB97M-V with the def2-TZVPD basis set
C 0.550 4.954 -9.296
O 0.630 5.117 -7.878
C -0.628 4.717 -7.170
C -0.654 5.117 -5.735
O 0.524 4.717 -5.056
C 0.482 4.879 -3.635
C 1.896 4.767 -2.999
O 2.404 3.399 -3.213
C 3.728 3.113 -2.798
H 0.115 3.982 -9.533
H 1.537 4.953 -9.757
H 0.013 5.773 -9.774
H -0.558 3.630 -7.128
H -1.522 5.016 -7.716
H -1.534 4.895 -5.131
H -0.520 6.194 -5.626
H -0.110 4.064 -3.219
H 0.012 5.837 -3.417
H 1.882 5.104 -1.962
H 2.535 5.478 -3.524
H 3.931 3.317 -1.746
H 4.443 3.635 -3.433
H 3.927 2.059 -2.993
C -0.249 5.538 3.247
O -1.409 4.635 3.047
C -1.109 3.290 3.277
C -2.428 2.416 3.227
O -3.267 2.645 4.343
C -2.788 2.468 5.643
C -2.188 1.037 5.963
O -1.003 0.763 5.216
C -0.155 -0.289 5.712
H -0.614 6.551 3.079
H 0.625 5.330 2.630
H 0.078 5.526 4.286
H -0.563 3.184 4.215
H -0.413 2.986 2.495
H -2.136 1.366 3.266
H -2.935 2.625 2.285
H -3.635 2.584 6.319
H -1.994 3.192 5.828
H -2.846 0.196 5.743
H -1.964 1.077 7.029
H -0.597 -1.285 5.709
H 0.127 -0.025 6.732
H 0.771 -0.407 5.149
C -5.247 -0.353 2.548
C -6.316 -1.314 2.944
C -5.852 -2.173 4.152
S -4.088 -2.566 3.719
O -4.006 -3.895 3.059
O -3.231 -2.235 4.838
C -3.931 -1.181 2.455
H -5.201 0.508 3.215
H -5.553 0.070 1.591
H -6.414 -1.994 2.097
H -7.304 -0.916 3.179
H -6.383 -3.064 4.486
H -5.610 -1.537 5.004
H -3.859 -1.688 1.492
H -2.942 -0.736 2.563
C -0.416 0.367 -6.675
C 0.959 0.953 -6.654
C 1.299 1.329 -5.237
S 0.406 0.194 -4.104
O -0.553 0.811 -3.202
O 1.410 -0.763 -3.583
C -0.472 -0.587 -5.564
H -0.757 -0.067 -7.615
H -1.043 1.232 -6.461
H 1.093 1.811 -7.312
H 1.719 0.246 -6.988
H 0.942 2.308 -4.919
H 2.368 1.336 -5.022
H -1.431 -1.048 -5.330
H 0.101 -1.473 -5.835
C 4.830 -4.082 3.919
C 5.342 -2.735 3.362
C 5.006 -1.691 4.357
S 3.235 -2.108 4.711
O 2.345 -1.695 3.648
O 2.957 -1.802 6.121
C 3.363 -4.000 4.439
H 5.443 -4.498 4.719
H 4.873 -4.752 3.061
H 4.834 -2.560 2.413
H 6.383 -2.796 3.047
H 4.936 -0.700 3.908
H 5.624 -1.749 5.253
H 2.586 -4.406 3.791
H 3.169 -4.410 5.430
C -3.150 -3.953 -0.790
C -3.680 -2.681 -1.427
C -5.204 -3.002 -1.626
S -5.228 -4.839 -2.177
O -5.216 -4.852 -3.639
O -6.286 -5.571 -1.434
C -3.587 -5.242 -1.495
H -3.367 -4.049 0.274
H -2.080 -3.746 -0.788
H -3.207 -2.475 -2.387
H -3.510 -1.750 -0.886
H -5.879 -2.446 -2.277
H -5.663 -2.923 -0.641
H -2.886 -5.469 -2.297
H -3.563 -6.166 -0.917
C -0.894 -9.216 2.315
C -1.006 -8.641 0.920
C -0.394 -7.195 0.811
S 0.594 -6.957 2.327
O -0.233 -6.093 3.150
O 2.004 -6.663 2.115
C 0.433 -8.715 3.009
H -0.894 -10.303 2.240
H -1.772 -9.038 2.936
H -2.030 -8.745 0.561
H -0.455 -9.298 0.246
H -1.157 -6.428 0.672
H 0.363 -7.106 0.032
H 0.458 -8.690 4.098
H 1.261 -9.244 2.535
C -2.366 9.889 -2.856
O -2.376 8.703 -2.078
C -2.374 7.522 -2.869
C -2.632 6.279 -2.062
O -1.601 5.945 -1.142
C -1.723 4.717 -0.417
H -1.803 9.863 -3.789
H -1.989 10.732 -2.277
H -3.405 10.069 -3.133
H -1.431 7.386 -3.397
H -3.123 7.638 -3.653
H -2.758 5.418 -2.719
H -3.538 6.450 -1.480
H -0.920 4.645 0.316
H -1.526 3.828 -1.017
H -2.639 4.537 0.145
C -3.590 1.178 -0.707
O -4.007 2.362 -1.357
C -3.989 2.286 -2.777
C -4.961 1.238 -3.328
O -6.253 1.202 -2.777
C -7.012 2.349 -3.131
H -3.560 1.369 0.365
H -2.581 0.887 -1.000
H -4.360 0.435 -0.913
H -2.971 1.938 -2.953
H -4.003 3.321 -3.117
H -4.482 0.264 -3.227
H -5.134 1.427 -4.387
H -7.981 2.420 -2.635
H -7.184 2.356 -4.207
H -6.599 3.329 -2.890
C 4.010 -0.061 -1.149
O 5.257 0.588 -0.753
C 5.943 -0.083 0.241
C 6.779 -1.355 -0.164
O 7.906 -1.164 -0.945
C 8.619 -2.347 -1.279
H 4.291 -1.068 -1.458
H 3.478 0.460 -1.945
H 3.364 -0.265 -0.296
H 5.280 -0.258 1.088
H 6.724 0.613 0.546
H 6.051 -2.033 -0.608
H 7.105 -1.947 0.691
H 9.024 -2.839 -0.395
H 9.564 -2.125 -1.774
H 7.947 -2.990 -1.848
C 1.012 -5.339 -3.484
O 0.770 -5.197 -2.115
C 0.685 -3.852 -1.721
C 2.086 -3.108 -1.661
O 3.252 -3.817 -1.156
C 3.356 -4.044 0.210
H 1.275 -6.351 -3.792
H 1.896 -4.765 -3.762
H 0.173 -5.049 -4.116
H 0.180 -3.918 -0.757
H 0.054 -3.286 -2.406
H 1.951 -2.118 -1.224
H 2.396 -2.883 -2.682
H 2.553 -4.727 0.488
H 3.302 -3.068 0.692
H 4.346 -4.454 0.410
C 3.368 2.477 2.454
O 3.900 2.116 3.720
C 2.890 1.927 4.746
C 3.552 1.405 5.994
O 4.332 2.400 6.695
C 4.940 1.881 7.863
H 4.200 2.499 1.751
H 2.859 3.429 2.604
H 2.604 1.783 2.103
H 2.109 1.220 4.465
H 2.386 2.863 4.986
H 4.263 0.633 5.699
H 2.842 0.853 6.609
H 4.141 1.456 8.471
H 5.343 2.655 8.516
H 5.655 1.089 7.636
C 1.148 2.030 -0.516
O 1.232 0.962 0.380
C 0.165 0.034 0.158
C 0.294 -1.014 1.320
O -0.754 -1.994 1.103
C -0.605 -3.052 2.040
H 1.254 1.685 -1.544
H 2.036 2.631 -0.317
H 0.225 2.593 -0.372
H 0.138 -0.375 -0.852
H -0.820 0.479 0.300
H 0.146 -0.456 2.244
H 1.292 -1.445 1.396
H -1.381 -3.807 1.916
H -0.584 -2.694 3.070
H 0.290 -3.611 1.769
```